1.
The following is a quantum chemistry calculation of C13H17CoIN2 as an isolated structure, from OMol25.

```
34
Properties=species:S:1:pos:R:3:forces:R:3
C -1.9212 -0.3761 2.3470 -1.705 -1.049 2.135
C -2.0190 0.6444 -1.2407 -1.541 0.284 -0.825
H -2.5249 -1.2215 1.9560 -0.057 0.023 -0.281
H -2.6581 0.3274 2.7697 0.502 -0.230 0.083
H -1.3319 -0.8082 3.1817 -0.743 0.061 -0.623
H -1.5414 1.4812 -1.7739 -0.355 -0.359 0.313
H -1.9002 -0.2724 -1.8295 -0.023 0.055 -0.071
H -3.1035 0.8571 -1.1432 0.287 -0.071 -0.360
C -0.5771 -2.5977 0.6957 0.467 0.146 -0.208
C 0.3408 -3.6517 0.7066 -0.217 0.131 -0.172
C 1.5327 -3.5117 0.0011 -0.327 0.297 -0.156
C 1.7745 -2.2952 -0.6241 -0.208 0.320 -0.162
H -1.5057 -2.6911 1.2657 0.351 0.060 -0.415
H 0.1007 -4.5638 1.2538 0.068 0.287 -0.187
H 2.2612 -4.3179 -0.0737 -0.195 0.192 0.130
H 2.6871 -2.1129 -1.1787 -0.023 -0.275 0.222
N -0.3500 -1.4120 0.0874 1.209 -0.801 0.191
C 0.8639 -1.2343 -0.5366 -0.724 -1.282 1.055
C 1.2548 0.1208 -0.9288 0.326 1.867 -0.422
N 0.4241 1.1056 -0.5464 0.388 -0.481 -0.344
C 0.6667 2.3749 -0.8556 0.737 -0.080 -0.363
C 2.7626 1.7754 -1.8702 -0.258 -0.003 0.266
C 1.8483 2.7722 -1.5041 -0.376 -0.465 0.186
H -0.1098 3.0972 -0.5860 0.371 -0.261 0.012
H 2.0191 3.8333 -1.6874 0.057 -0.365 -0.056
C 2.4610 0.4443 -1.5829 -0.494 -0.330 0.183
H 3.1379 -0.3699 -1.8267 0.045 0.434 -0.187
H 3.7039 2.0228 -2.3642 -0.312 -0.039 0.157
Co -1.4829 0.2609 0.5676 1.500 1.046 -1.109
C -1.7526 2.1238 1.1467 -1.331 1.491 -0.122
H -2.2314 2.6523 0.3025 0.033 -0.166 0.265
H -0.8760 2.7292 1.4444 -0.380 -0.711 -0.335
H -2.4510 2.1701 2.0015 0.278 -0.040 -0.389
I 0.4973 0.6439 2.4253 2.648 0.314 1.591
```
Positions in Å, forces in eV/Å.

Summary:
Molar mass, g/mol: 387.13
Kohn-Sham gap (spin up / spin down), eV: 5.97 / 6.90
HOMO energy (spin up / spin down), eV: -6.55 / -7.58
Total energy, Ha: -2295.35519
Spin multiplicity: 4
Largest force on an atom, eV/A: 3.11

So, what does the natural (NBO) scheme give us? The charges, in e, come out as:
1. C -1.0241
2. C -0.9829
3. H 0.1855
4. H 0.2106
5. H 0.2411
6. H 0.1947
7. H 0.1929
8. H 0.1909
9. C 0.0777
10. C -0.2441
11. C -0.1439
12. C -0.2137
13. H 0.2177
14. H 0.2320
15. H 0.2288
16. H 0.2184
17. N -0.4987
18. C 0.2086
19. C 0.1473
20. N -0.4282
21. C 0.0647
22. C -0.1737
23. C -0.2307
24. H 0.2203
25. H 0.2280
26. C -0.2049
27. H 0.2118
28. H 0.2256
29. Co 1.1881
30. C -0.8730
31. H 0.1876
32. H 0.2133
33. H 0.1954
34. I -0.2629

---

2.
The following is a quantum chemistry calculation of the molecule C13H17N3, from OMol25.

```
33
Properties=species:S:1:pos:R:3:forces:R:3
N -0.7746 -2.3282 3.2896 0.260 -1.279 -0.251
C -0.9730 -3.3901 2.2333 -0.645 0.788 -0.053
C -2.0824 -2.8589 1.2173 0.853 -0.596 -0.792
C -1.3906 -2.1943 -0.0499 0.006 0.558 0.275
C -1.7248 -0.6422 -0.2191 -0.016 -1.163 -0.896
C -0.7503 -0.0727 -1.3442 -0.511 0.470 0.427
C -0.1398 1.3335 -0.9783 -0.333 1.232 0.215
C -0.9722 2.3924 -0.4468 2.061 0.468 -0.251
C -0.3836 3.7453 -0.1326 2.600 -1.866 -1.422
C 1.0209 3.9472 -0.4049 -1.249 -0.766 0.153
C 1.9378 2.8787 -0.9421 -2.234 1.019 0.912
N 3.2724 3.2225 -1.1179 -0.781 -3.615 -1.210
C 3.9421 2.1575 -1.6322 0.003 -0.167 0.114
C 3.3728 0.8169 -1.9380 -1.020 1.011 0.346
N 2.0616 0.5092 -1.7624 2.050 2.229 0.534
C 1.3344 1.5661 -1.2300 -1.069 0.419 0.184
H -1.0669 -2.7650 4.1659 0.306 0.551 -0.085
H 0.2314 -2.1580 3.3407 -0.440 0.042 0.369
H -1.2801 -4.3750 2.6824 0.249 0.944 -0.370
H 0.0265 -3.5346 1.7448 -1.114 -0.084 0.047
H -2.6936 -3.7397 0.8667 0.382 0.975 0.433
H -2.7367 -2.0791 1.7013 0.654 -1.080 -0.225
H -1.6784 -2.7119 -1.0088 0.211 0.457 0.942
H -0.2700 -2.3178 0.0371 -1.122 0.218 -0.061
H -2.7830 -0.6140 -0.6168 0.985 0.266 0.681
H -1.6761 -0.0941 0.7559 0.127 -0.498 -0.869
H -1.3514 -0.0131 -2.3024 0.797 0.190 0.945
H 0.0357 -0.8475 -1.5254 -0.421 1.052 0.166
H -2.0717 2.2826 -0.2469 1.311 -0.272 -0.347
H -0.9719 4.6054 0.2591 0.375 -1.019 -0.370
H 1.4629 4.9619 -0.2054 -0.354 -1.285 -0.255
H 5.0393 2.3038 -1.8351 -1.257 -0.147 0.257
H 4.0335 0.0134 -2.3551 -0.664 0.948 0.457
```
Positions in Å, forces in eV/Å.

Summary:
Molar mass, g/mol: 215.30
Kohn-Sham gap, eV: 8.18
HOMO energy, eV: -8.56
Total energy, Ha: -669.75048
Largest force on an atom, eV/A: 3.89

So, what does the natural (NBO) scheme give us? The charges, in e, come out as:
1. N -0.8464
2. C -0.2195
3. C -0.4215
4. C -0.3922
5. C -0.4016
6. C -0.4436
7. C -0.0123
8. C -0.2132
9. C -0.2053
10. C -0.2096
11. C 0.0914
12. N -0.3535
13. C -0.0032
14. C -0.0105
15. N -0.3881
16. C 0.1759
17. H 0.3556
18. H 0.3553
19. H 0.1802
20. H 0.1819
21. H 0.2004
22. H 0.2205
23. H 0.2017
24. H 0.1895
25. H 0.1989
26. H 0.2174
27. H 0.2219
28. H 0.2396
29. H 0.2252
30. H 0.2273
31. H 0.2274
32. H 0.2018
33. H 0.2085

---

3.
The following is a quantum chemistry calculation of C13H17N3O3S2Tl as an isolated structure, from OMol25.

```
39
Properties=species:S:1:pos:R:3:forces:R:3
Tl -1.0653 -0.3074 -1.4417 0.004 -0.068 -0.086
C -0.6576 -3.4278 2.1402 -0.020 0.088 -0.112
C -1.7195 -2.5035 1.4785 -0.093 -0.220 0.270
C -2.6073 -3.2815 0.5172 0.034 0.053 -0.085
C -2.5448 -1.8420 2.6137 0.069 0.040 -0.121
O -1.0153 -1.5008 0.8715 0.130 0.133 -0.091
H -1.1980 -4.1878 2.7031 0.034 -0.025 0.014
H -0.0209 -2.8527 2.8089 -0.019 -0.012 0.034
H -0.0530 -3.9022 1.3700 -0.013 -0.021 0.005
H -3.1861 -4.0339 1.0517 -0.004 -0.016 -0.007
H -1.9986 -3.7848 -0.2352 0.001 0.011 0.016
H -3.3113 -2.6077 0.0224 -0.017 -0.007 0.022
H -3.0432 -2.6353 3.1683 -0.019 0.017 0.025
H -3.2962 -1.1743 2.1931 -0.012 -0.013 0.011
H -1.8939 -1.2783 3.2782 -0.001 -0.021 0.023
N 0.6432 -4.7949 -7.6191 0.015 0.043 0.036
C 0.8126 -4.5285 -6.3000 -0.021 -0.035 -0.077
C -0.2997 -4.4387 -5.4433 -0.019 -0.004 0.019
C -0.1276 -4.1862 -4.1041 0.032 -0.023 0.000
C 1.1593 -4.0147 -3.5906 -0.033 0.059 -0.095
C 2.2730 -4.1000 -4.4262 -0.036 0.001 -0.017
C 2.1012 -4.3550 -5.7663 0.029 -0.001 0.015
S 1.3695 -3.6594 -1.9174 -0.067 -0.005 0.145
O 0.3005 -4.2194 -1.1492 -0.009 0.004 -0.003
O 2.7390 -3.8771 -1.5424 0.021 0.006 0.005
N 1.0705 -1.9998 -1.8522 -0.011 0.012 -0.056
C 2.0261 -1.1342 -1.7743 0.053 0.056 0.117
S 3.7853 -1.4060 -1.7199 -0.045 -0.086 -0.027
C 4.0060 0.2617 -1.6512 0.009 0.121 0.018
C 2.7871 0.9481 -1.6362 0.002 -0.027 -0.011
N 1.7064 0.1956 -1.7007 -0.014 -0.043 0.002
H -0.2729 -4.9089 -8.0109 0.000 -0.011 0.000
H 1.4286 -4.8510 -8.2403 -0.003 -0.011 0.001
H -1.2939 -4.5908 -5.8439 0.000 0.003 0.003
H -0.9816 -4.1457 -3.4407 -0.001 -0.003 0.002
H 3.2663 -3.9895 -4.0125 0.003 0.001 0.001
H 2.9625 -4.4413 -6.4165 0.002 0.003 0.006
H 4.9889 0.7035 -1.6018 -0.003 -0.001 -0.006
H 2.6968 2.0234 -1.5761 0.022 0.002 0.007
```
Positions in Å, forces in eV/Å.

Summary:
Charge: +1
Molar mass, g/mol: 531.81
Kohn-Sham gap (spin up / spin down), eV: 5.52 / 6.07
HOMO energy (spin up / spin down), eV: -11.04 / -10.98
Total energy, Ha: -1864.13100
Largest force on an atom, eV/A: 0.36

So, what does the natural (NBO) scheme give us? The charges, in e, come out as:
1. Tl 0.9093
2. C -0.5945
3. C 0.2032
4. C -0.6497
5. C -0.5941
6. O -0.3781
7. H 0.2288
8. H 0.2240
9. H 0.2399
10. H 0.2296
11. H 0.2375
12. H 0.2062
13. H 0.2310
14. H 0.2161
15. H 0.2278
16. N -0.7652
17. C 0.2292
18. C -0.2671
19. C -0.1588
20. C -0.4018
21. C -0.1441
22. C -0.2798
23. S 2.3160
24. O -0.9291
25. O -0.9367
26. N -0.7568
27. C 0.2303
28. S 0.5370
29. C -0.3771
30. C 0.0364
31. N -0.4980
32. H 0.4024
33. H 0.4030
34. H 0.2222
35. H 0.2365
36. H 0.2411
37. H 0.2247
38. H 0.2651
39. H 0.2336

---

4.
The following is a quantum chemistry calculation of C13H17N3O3W as an isolated structure, from OMol25.

```
37
Properties=species:S:1:pos:R:3:forces:R:3
C 2.9568 -1.1828 1.5882 0.314 -0.095 1.455
C 3.0424 -0.6465 0.1538 1.208 -0.809 0.012
H 2.2903 -0.5979 2.2301 0.269 -0.053 -0.086
H 3.9409 -1.1558 2.0575 0.017 0.236 -0.171
H 2.6205 -2.2272 1.6487 0.096 0.446 -0.318
H 2.4535 0.2915 -0.1326 0.659 0.324 0.313
H 4.0505 -0.2447 0.0015 -0.291 0.319 -0.228
H 3.0071 -1.4597 -0.5746 0.077 0.080 -0.274
C -0.6091 0.3612 2.3599 -0.077 0.204 -0.480
C -1.5595 1.0164 3.1224 -0.199 0.239 0.267
C -2.3787 2.0040 2.5455 0.748 -0.385 0.194
C -2.2070 2.3037 1.2065 0.718 -0.527 -0.743
H 0.0024 -0.4615 2.7329 -0.266 0.473 0.139
H -1.6352 0.7519 4.1772 -0.136 0.086 -0.315
H -3.1252 2.5414 3.1150 0.052 -0.117 0.146
H -2.7968 3.0655 0.7109 -0.045 -0.152 0.219
N -0.4370 0.6565 1.0471 -0.876 0.619 -0.152
C -1.2575 1.5788 0.4614 -0.079 -0.074 2.186
C -1.1670 1.6224 -0.9678 -0.314 -0.171 -1.934
N -0.2515 0.7615 -1.5348 -0.441 0.597 0.066
C -0.1950 0.6664 -2.8941 -0.846 -0.071 0.228
C -2.1555 2.0704 -3.1101 0.287 -0.058 0.002
C -1.2077 1.2059 -3.6677 0.280 -0.027 -0.867
H 0.6268 0.0776 -3.2943 -0.390 0.124 -0.100
H -1.2496 0.9553 -4.7346 0.175 0.275 0.460
C -2.0828 2.3359 -1.7566 0.613 -0.181 0.699
H -2.7476 3.0545 -1.2832 0.083 -0.272 -0.227
H -2.9298 2.5576 -3.7042 0.273 -0.280 -0.002
W 0.7989 -0.6412 -0.2668 -1.617 -2.790 3.386
C 1.1280 -1.9345 -1.8830 -0.459 -0.209 -0.180
H 1.9314 -1.7342 -2.5858 0.089 0.153 -0.253
H 0.1749 -2.0689 -2.4296 0.412 -0.229 0.128
H 1.3892 -2.8759 -1.3651 -0.226 0.124 -0.277
O 0.5105 -4.2620 1.6143 -1.085 0.948 0.299
N -0.3692 -3.4510 1.7444 -0.944 -2.796 1.646
O -1.0689 -3.1212 2.6679 0.983 -0.330 -1.089
O 0.5066 -1.8134 0.9996 0.938 4.380 -4.150
```
Positions in Å, forces in eV/Å.

Summary:
Charge: +2
Molar mass, g/mol: 447.14
Kohn-Sham gap (spin up / spin down), eV: 5.88 / 7.12
HOMO energy (spin up / spin down), eV: -15.15 / -16.36
Total energy, Ha: -961.83805
Spin multiplicity: 3
Largest force on an atom, eV/A: 6.11

So, what does the natural (NBO) scheme give us? The charges, in e, come out as:
1. C -0.6134
2. C -0.7151
3. H 0.2248
4. H 0.2679
5. H 0.2608
6. H 0.2091
7. H 0.3635
8. H 0.3059
9. C 0.1003
10. C -0.2013
11. C -0.0830
12. C -0.1738
13. H 0.2463
14. H 0.2722
15. H 0.2670
16. H 0.2480
17. N -0.5456
18. C 0.1561
19. C 0.2170
20. N -0.5977
21. C 0.1022
22. C -0.0602
23. C -0.2196
24. H 0.2445
25. H 0.2757
26. C -0.1872
27. H 0.2555
28. H 0.2727
29. W 1.9966
30. C -1.0917
31. H 0.2625
32. H 0.2608
33. H 0.2922
34. O -0.2607
35. N 0.5424
36. O -0.2706
37. O -0.6241

---

5.
The following is a quantum chemistry calculation of the molecule C13H17N3OS, from OMol25.

```
35
Properties=species:S:1:pos:R:3:forces:R:3
C 2.8223 -1.7261 1.4185 0.028 -0.024 -0.020
N 3.7212 -0.7839 0.7824 0.017 -0.052 0.116
C 3.4566 0.5940 1.1239 -0.056 0.058 -0.110
C 2.0924 1.0945 0.5937 0.167 0.353 0.782
N 1.8068 0.4582 -0.6779 -0.700 -0.024 -0.003
C 0.5962 0.1086 -1.1081 0.744 -0.416 -0.722
S 0.3744 -0.8276 -2.4651 0.045 -0.233 -0.351
C -0.6283 0.6269 -0.3851 -0.451 0.150 0.369
O -0.5729 1.5637 0.3917 -0.045 0.096 -0.031
N -1.7434 -0.0471 -0.7312 0.102 -0.360 -0.202
C -3.0637 0.1532 -0.3314 -0.298 0.218 0.267
C -4.0379 -0.6657 -0.9012 0.091 0.037 0.007
C -5.3633 -0.5217 -0.5421 0.008 -0.005 -0.004
C -5.7329 0.4369 0.3879 -0.118 0.044 0.060
C -4.7661 1.2500 0.9540 -0.117 -0.086 -0.053
C -3.4351 1.1159 0.6027 0.172 0.110 0.056
C 3.0007 0.1273 -1.4211 0.454 -0.329 -0.320
C 3.8152 -0.9399 -0.6621 0.120 0.114 -0.144
H 1.7906 -1.6881 1.0442 -0.064 -0.032 0.008
H 3.2081 -2.7327 1.2610 -0.085 -0.059 0.043
H 2.8109 -1.5286 2.4892 -0.034 -0.050 0.076
H 4.2724 1.1949 0.7136 -0.030 0.068 0.083
H 3.4751 0.7023 2.2096 0.014 0.097 -0.044
H 1.3031 0.8572 1.3058 0.157 0.065 -0.142
H 2.1089 2.1825 0.4695 -0.055 -0.059 0.087
H -1.5934 -0.7516 -1.4562 0.067 0.250 0.208
H -3.7473 -1.4114 -1.6277 0.029 -0.080 -0.073
H -6.1107 -1.1598 -0.9897 -0.046 -0.052 -0.041
H -6.7695 0.5486 0.6679 -0.086 0.008 0.021
H -5.0480 1.9999 1.6782 -0.014 0.061 0.059
H -2.6848 1.7520 1.0413 0.015 0.003 0.002
H 2.7220 -0.2376 -2.4098 0.098 0.152 0.162
H 3.5870 1.0442 -1.5334 -0.058 -0.005 0.028
H 4.8670 -0.8528 -0.9572 -0.082 -0.042 -0.152
H 3.4665 -1.9364 -0.9358 0.011 0.024 -0.020
```
Positions in Å, forces in eV/Å.

Summary:
Molar mass, g/mol: 263.37
Kohn-Sham gap, eV: 8.20
HOMO energy, eV: -8.40
Total energy, Ha: -1143.27036
Largest force on an atom, eV/A: 1.12

So, what does the natural (NBO) scheme give us? The charges, in e, come out as:
1. C -0.4114
2. N -0.4421
3. C -0.2330
4. C -0.2400
5. N -0.3614
6. C 0.0743
7. S -0.2013
8. C 0.6026
9. O -0.6044
10. N -0.6095
11. C 0.2287
12. C -0.2621
13. C -0.1948
14. C -0.2310
15. C -0.1898
16. C -0.2690
17. C -0.2584
18. C -0.2236
19. H 0.1659
20. H 0.2049
21. H 0.2011
22. H 0.1948
23. H 0.2141
24. H 0.2332
25. H 0.2138
26. H 0.4294
27. H 0.2117
28. H 0.2149
29. H 0.2129
30. H 0.2139
31. H 0.2512
32. H 0.2573
33. H 0.2005
34. H 0.1983
35. H 0.2084

---

6.
The following is a quantum chemistry calculation of the molecule C13H17NO3, from OMol25.

```
34
Properties=species:S:1:pos:R:3:forces:R:3
C 0.2001 -1.7132 2.5914 0.149 0.025 0.127
C 0.6151 -2.0472 1.3844 0.007 -0.140 -0.095
C -0.0821 -3.0375 0.4923 0.066 -0.141 -0.001
N -0.4130 -2.5734 -0.8448 -0.014 -0.053 -0.063
C 0.7334 -2.1609 -1.6442 0.046 -0.009 -0.078
C 0.3693 -2.1443 -3.0979 0.113 -0.068 0.182
C 0.5859 -1.1189 -3.8997 0.009 0.085 -0.144
C -1.5204 -1.6369 -0.8903 0.191 0.138 -0.102
C -1.3430 -0.3929 -0.0730 -1.023 -0.102 0.576
C -2.0746 0.0971 0.9809 0.183 -0.268 -0.679
C -1.4302 1.2739 1.3969 0.738 0.262 -0.459
C -0.3428 1.4261 0.5685 -0.714 0.116 0.828
C 0.7099 2.4363 0.5253 0.311 0.119 -0.160
O 1.6488 2.4370 -0.2323 -0.126 -0.041 0.058
O 0.5041 3.3865 1.4586 -0.343 -0.325 0.013
C 1.4783 4.4189 1.4994 0.324 0.155 -0.131
O -0.3044 0.4125 -0.3252 0.390 0.069 -0.315
H 0.7331 -1.0070 3.2054 0.151 0.125 0.088
H -0.6952 -2.1350 3.0195 -0.235 -0.102 0.021
H 1.5179 -1.6101 0.9789 0.148 0.125 0.018
H 0.5680 -3.9130 0.3697 -0.099 0.013 0.047
H -1.0106 -3.3700 0.9651 0.056 -0.063 0.056
H 1.5169 -2.9108 -1.4887 0.008 0.053 0.046
H 1.1317 -1.1781 -1.3562 0.088 -0.143 -0.032
H -0.0980 -3.0504 -3.4601 -0.070 -0.105 -0.115
H 0.3253 -1.1434 -4.9444 -0.063 -0.071 -0.189
H 1.0436 -0.2110 -3.5413 0.080 0.185 0.146
H -2.4186 -2.1498 -0.5341 -0.001 0.156 -0.032
H -1.6649 -1.3654 -1.9411 -0.132 -0.014 0.115
H -2.9583 -0.3380 1.4004 -0.176 -0.174 0.056
H -1.7103 1.9293 2.1952 -0.002 0.182 0.159
H 2.4660 4.0020 1.7078 -0.075 0.071 -0.006
H 1.5154 4.9447 0.5429 0.012 -0.017 0.101
H 1.1718 5.0929 2.2948 0.002 -0.040 -0.034
```
Positions in Å, forces in eV/Å.

Summary:
Molar mass, g/mol: 235.28
Kohn-Sham gap, eV: 9.29
HOMO energy, eV: -8.49
Total energy, Ha: -785.96963
Largest force on an atom, eV/A: 1.18

So, what does the natural (NBO) scheme give us? The charges, in e, come out as:
1. C -0.3822
2. C -0.2051
3. C -0.2536
4. N -0.4275
5. C -0.2745
6. C -0.1846
7. C -0.3875
8. C -0.2755
9. C 0.3186
10. C -0.3289
11. C -0.2154
12. C 0.1202
13. C 0.7399
14. O -0.5842
15. O -0.5043
16. C -0.2589
17. O -0.3840
18. H 0.2004
19. H 0.1859
20. H 0.2013
21. H 0.2065
22. H 0.1970
23. H 0.2073
24. H 0.1955
25. H 0.2011
26. H 0.1982
27. H 0.1983
28. H 0.2147
29. H 0.2331
30. H 0.2298
31. H 0.2369
32. H 0.1932
33. H 0.1936
34. H 0.1947